[1]
This record from the OMol25 dataset describes an isolated molecule of C3H5NO2S. The level of theory is ωB97M-V with the def2-TZVPD basis set.

Structure (XYZ):
```
12
C3H5NO2S (ωB97M-V with the def2-TZVPD basis set)
C -1.15887 -0.10041 0.36216
C 1.28844 0.56751 -0.31413
C 0.40146 0.31304 0.63114
N -2.29746 -1.12285 0.65531
O -0.62484 -2.94508 1.35295
O -3.08256 -3.43808 1.40952
S -2.02164 -2.48491 1.18261
H -1.82216 0.85553 0.59911
H -1.19400 -0.01844 -0.67064
H 2.19530 0.93920 0.15866
H 1.27339 0.45751 -1.40809
H 0.68033 0.54827 1.69659
```

LUMO level (alpha / beta) = 0.193 / -4.076 eV
2S+1 = 3
E_tot = -720.42023 hartree
HOMO energy (alpha / beta) = -6.545 / -11.018 eV
Kohn-Sham gap (alpha / beta) = 6.74 / 6.94 eV


[2]
This record from the OMol25 dataset describes an isolated molecule of C3H5NO3. The level of theory is ωB97M-V with the def2-TZVPD basis set.

Structure (XYZ):
```
12
C3H5NO3 (ωB97M-V with the def2-TZVPD basis set)
C -1.60491 -0.33655 0.72743
C -0.81099 -0.69454 -0.23790
C 0.35165 0.28466 -0.80881
N 1.56346 -0.10614 0.05667
O 2.11950 -1.11041 -0.33863
O 1.81428 0.51090 1.09332
O 0.16799 1.60987 -0.64642
H -2.41473 -0.92897 1.20490
H -1.26491 0.52745 1.34783
H -0.89725 -1.75206 -0.69806
H 0.38760 0.07297 -1.85080
H 0.58829 1.92282 0.15046
```

LUMO level = -0.066 eV
E_tot = -397.63966 hartree
HOMO energy = -10.692 eV
Kohn-Sham gap = 10.63 eV
SMILES = C=C[C@@H](O)[N+](=O)[O-]


[3]
This record from the OMol25 dataset describes a cluster of 2 separate species, C3H5NO3 in total. The level of theory is ωB97M-V with the def2-TZVPD basis set.

Structure (XYZ):
```
12
C3H5NO3 (ωB97M-V with the def2-TZVPD basis set)
C 3.34340 -0.83814 0.25236
C -0.42369 -0.33930 0.18702
C -0.78281 0.95600 0.85653
N 2.59791 -0.17300 -0.29965
O 1.81051 0.39165 -1.01410
O -0.99900 -0.58889 -0.96630
O 0.30406 -1.11356 0.72811
H -0.44951 -1.23359 -1.55265
H 4.23246 -1.32043 0.61921
H -1.33081 0.65828 1.80527
H -1.19235 1.79072 0.41084
H 0.14391 1.36172 1.28076
```

LUMO level = 0.807 eV
E_tot = -397.67980 hartree
HOMO energy = -10.100 eV
Kohn-Sham gap = 10.91 eV
SMILES = C#[N+][O-].CC(=O)O